ORCA calculation (ωB97M-V with the def2-TZVPD basis set) on a single C2H4N4O2 molecule in a non-equilibrium geometry.

```
12
Properties=species:S:1:pos:R:3:forces:R:3:lowdin_charge:R:1
O 2.1760 0.1487 -0.5199 1.93 3.77 1.02 -0.036
O -0.3573 1.7633 0.5808 1.02 2.22 -1.27 -0.008
N 0.9754 0.0057 0.1878 3.85 -1.14 1.48 -0.207
N -2.3364 -0.1435 -0.3579 1.03 0.68 0.55 0.151
N -0.0658 0.6925 -0.2834 -1.28 -1.65 -0.42 -0.100
N -0.5503 -1.6093 0.2170 0.46 0.46 -0.11 0.146
C 0.6966 -1.3529 0.3561 0.02 -0.24 -0.50 -0.099
C -1.0892 -0.3547 -0.1382 -3.90 1.20 -1.06 -0.421
H 0.0857 2.5187 0.0582 -1.29 -1.38 1.40 0.144
H 1.5296 -2.1042 0.4978 -1.12 1.22 0.00 0.159
H -2.6079 0.8642 -0.5639 1.01 -1.64 0.18 0.080
H 2.6387 1.0528 -0.1319 -1.73 -3.51 -1.29 0.191
```
Forces are in eV/Å.

ΔE to the lowest compared entry with this formula, charge and spin (eV): 4.457
LUMO energy (eV): 0.0
SMILES: [H]/N=c1/ncn(O)n1O

***

ORCA calculation (ωB97M-V with the def2-TZVPD basis set) on 3 unconnected molecules or ions with the total composition C2H4N4O2 in a non-equilibrium geometry.

```
12
Properties=species:S:1:pos:R:3:forces:R:3:lowdin_charge:R:1
O 1.1303 1.7860 1.6514 3.20 -2.97 -0.73 -0.106
O 1.4180 -0.9954 1.1522 1.31 0.72 1.27 0.114
N 0.1895 1.0597 0.8905 2.05 -0.90 1.96 -0.141
N -0.5242 -1.7579 -1.2063 -3.32 -3.95 -0.93 0.015
N -0.2314 1.4896 -0.3924 -2.43 3.27 -0.14 -0.019
N -0.7638 0.3948 -0.9332 -1.74 1.41 -1.75 0.013
C -0.4671 -0.6930 -0.3518 1.94 1.15 -1.06 -0.453
C 0.5743 -0.3041 0.6808 -3.33 -0.74 -1.01 -0.393
H -0.8643 -1.4227 -2.3041 0.55 -1.22 4.52 0.160
H -1.1133 2.2664 -0.4789 3.31 -2.39 1.17 0.232
H -1.5893 -2.7866 -0.4733 2.94 2.90 -2.52 0.257
H 2.2412 0.9632 1.7650 -4.46 2.73 -0.79 0.321
```
Forces are in eV/Å.

ΔE to the lowest compared entry with this formula, charge and spin (eV): 8.821
LUMO energy (eV): -0.5

***

ORCA calculation (ωB97M-V with the def2-TZVPD basis set) on a single C2H4N4O2 molecule in a non-equilibrium geometry.

```
12
Properties=species:S:1:pos:R:3:forces:R:3:lowdin_charge:R:1
O 0.0320 1.6615 0.7566 1.95 2.40 3.97 0.084
O 0.2074 -0.2744 -0.3459 4.81 -0.01 5.28 0.057
N -1.5210 0.8049 -0.7363 -4.64 1.97 -0.23 0.029
N 1.9648 -1.1987 0.9691 -1.57 0.24 -0.67 0.134
N 0.7365 0.7103 1.8398 0.22 1.09 -3.65 0.220
N -1.8174 -0.4592 -1.4022 0.99 0.31 -3.12 -0.039
C 1.0594 -0.2984 0.8153 2.48 -4.10 -0.92 -0.393
C -0.4852 0.8477 -0.0445 -3.32 -4.36 -5.38 -0.625
H -2.7698 -0.5207 -2.0345 3.13 1.45 2.24 0.139
H 1.9589 -2.0177 0.2496 -0.21 2.40 1.36 0.112
H 1.6044 1.3003 2.0443 -1.31 -1.12 -0.44 0.167
H -0.9701 -0.5556 -2.1113 -2.53 -0.28 1.55 0.114
```
Forces are in eV/Å.

ΔE to the lowest compared entry with this formula, charge and spin (eV): 5.032
LUMO energy (eV): 0.0
SMILES: [H]/N=c1/[nH]o/c(=N/N)o1

***

ORCA calculation (ωB97M-V with the def2-TZVPD basis set) on a single C2H4N4O2 molecule in a non-equilibrium geometry.

```
12
Properties=species:S:1:pos:R:3:forces:R:3:lowdin_charge:R:1
O -1.6721 -1.0890 -1.3737 0.65 -0.64 -0.37 -0.015
O -0.1295 0.5637 0.9864 2.65 2.13 -1.78 -0.115
N -1.3790 1.0255 -0.8404 0.52 1.06 -0.08 0.049
N -0.3717 0.2717 -0.3938 1.00 0.25 4.04 -0.111
N -2.1085 0.4181 -1.5578 -0.55 -2.61 -0.26 0.162
N 0.0944 -1.9955 0.1377 -1.93 -1.45 -4.29 0.144
C 1.2650 1.1794 0.9332 0.17 -1.31 3.61 -0.030
C -0.5899 -1.1154 -0.5098 -1.35 0.87 -0.52 -0.469
H 1.9138 0.3449 1.1187 0.47 -1.10 -1.46 0.053
H 1.6096 1.5417 1.9938 -1.77 0.92 -1.95 0.119
H -0.1485 -2.8808 -0.5224 0.61 1.76 2.51 0.128
H 1.5163 1.7358 0.0281 -0.48 0.12 0.54 0.086
```
Forces are in eV/Å.

ΔE to the lowest compared entry with this formula, charge and spin (eV): 5.704
LUMO energy (eV): 0.3
SMILES: [H]/N=c1\onnn1OC

***

ORCA calculation (ωB97M-V with the def2-TZVPD basis set) on a single C2H4N4O2 molecule in a non-equilibrium geometry.

```
12
Properties=species:S:1:pos:R:3:forces:R:3:lowdin_charge:R:1
O -1.7707 0.8707 -0.2624 -2.62 1.08 0.86 -0.081
O 0.3532 1.5280 0.3070 -3.19 6.63 -0.52 -0.064
N 0.9463 -1.2161 -0.1328 -0.40 1.18 1.11 0.080
N 1.8400 -0.2199 -0.2079 4.79 2.68 2.61 -0.047
N -2.3921 -0.4101 0.1161 2.33 0.66 -1.09 0.172
N -0.4448 0.7182 -0.4948 1.65 -1.34 -0.92 -0.122
C -0.1769 -0.6044 -0.1044 2.56 -0.42 -2.08 -0.398
C -1.3607 -1.1850 0.0299 -6.04 -2.62 1.92 -0.121
H 1.6298 0.7102 0.4476 0.42 -3.45 -2.77 0.139
H 2.7726 -0.4491 0.1932 -0.82 -0.89 -1.11 0.095
H -1.5328 -2.2096 0.2776 0.12 -0.55 -0.02 0.130
H 0.1362 2.4671 -0.1692 1.20 -2.96 2.02 0.215
```
Forces are in eV/Å.

ΔE to the lowest compared entry with this formula, charge and spin (eV): 7.219
LUMO energy (eV): -0.2
SMILES: N/N=c1/cnon1O

***

ORCA calculation (ωB97M-V with the def2-TZVPD basis set) on a single C2H4N4O2S molecule in a non-equilibrium geometry.

```
13
Properties=species:S:1:pos:R:3:forces:R:3:lowdin_charge:R:1
S -0.1621 -0.0343 2.3423 -0.42 6.47 -0.17 0.658
O -0.2380 -0.5402 3.6698 0.42 -2.56 0.49 -0.342
O -1.2781 0.0527 1.3955 -0.40 -1.77 -0.09 -0.411
N 0.6440 1.5933 -0.2997 0.67 1.67 1.25 0.050
N -0.1052 1.5491 -1.2823 -0.10 -0.77 -0.81 0.082
N 1.2837 -0.0494 1.5504 -0.01 0.12 -3.62 -0.147
N 0.9899 0.3821 0.1349 -0.84 -3.82 3.51 -0.119
C -0.4562 0.1372 -1.6286 -1.52 0.87 -0.54 -0.161
C 0.3435 -0.7040 -0.6804 -0.32 0.53 0.86 -0.130
H -1.6223 0.1984 -1.4654 2.20 -0.76 -0.29 0.168
H 1.1458 -1.3098 -1.0765 -0.08 -0.34 -0.28 0.127
H -0.2066 -0.0488 -2.6850 -0.44 0.29 0.31 0.118
H -0.3382 -1.2262 0.0250 0.84 0.05 -0.61 0.107
```
Forces are in eV/Å.

ΔE to the lowest compared entry with this formula, charge and spin (eV): 4.962
2S+1: 3
LUMO energy (alpha / beta) (eV): -0.2 / -3.9

***

ORCA calculation (ωB97M-V with the def2-TZVPD basis set) on a single C2H4N4O3S2 molecule in a non-equilibrium geometry.

```
15
Properties=species:S:1:pos:R:3:forces:R:3:lowdin_charge:R:1
S 0.6458 -0.6454 2.5007 -0.35 -0.51 -0.94 0.696
S 1.5487 1.1227 -0.8033 -3.36 3.85 0.56 0.594
O 2.5409 0.5251 0.2400 0.11 -0.40 -1.07 -0.173
O 2.1234 1.4210 -2.0656 0.45 -1.54 -0.60 -0.255
O 0.9584 2.3421 -0.1740 0.83 -3.06 -0.48 -0.321
N -2.6608 -1.3456 0.9300 -0.23 -0.47 0.19 -0.010
N -0.8291 -0.4046 0.1234 1.64 0.11 -0.51 -0.090
N -2.1982 -0.7551 -0.2383 0.85 1.21 1.79 0.013
N -1.7881 -1.5509 1.8197 -0.61 0.36 -1.56 0.022
C -0.5618 -0.9596 1.4305 -0.51 1.79 -1.29 -0.827
C 0.2194 -0.1827 -1.0226 -1.07 0.28 1.18 -0.102
H -0.2839 0.1885 -1.9321 -0.05 -0.20 0.63 0.109
H 2.4138 1.2568 0.8415 0.56 0.39 1.86 0.059
H 0.7278 -1.1075 -1.2602 0.13 -0.26 0.10 0.102
H -2.8563 0.0952 -0.3896 1.62 -1.51 0.14 0.184
```
Forces are in eV/Å.

LUMO energy (eV): -1.1
SMILES: O=S(=O)(O)Cn1[nH]nnc1=S

***

ORCA calculation (ωB97M-V with the def2-TZVPD basis set) on a single C2H4N4OS molecule in a non-equilibrium geometry.

```
12
Properties=species:S:1:pos:R:3:forces:R:3:lowdin_charge:R:1
S -2.3363 0.1199 0.0147 0.28 0.01 0.26 0.808
O 2.7664 0.2259 0.1054 0.04 0.42 -0.18 0.101
N -0.7052 -0.2157 -0.2674 -0.01 -0.10 0.15 -0.482
N 1.1791 -1.4365 0.0597 0.31 0.95 -0.06 0.119
N -0.1975 -1.5227 0.0819 0.07 0.80 0.36 -0.046
N 0.1776 1.9651 -0.0378 -0.92 -1.07 -0.19 0.140
C 0.3211 0.6984 -0.0952 -0.25 0.13 -0.11 -0.421
C 1.4979 -0.1879 0.0071 -0.35 -0.96 0.08 -0.349
H -0.4925 -2.1683 -0.6227 -0.19 -0.53 -0.46 0.112
H 2.8389 1.1308 -0.2450 -0.03 -0.38 0.18 0.118
H 1.0570 2.3904 0.1092 1.13 0.77 0.21 0.017
H -2.2459 0.3276 1.3546 -0.08 -0.03 -0.25 -0.117
```
Forces are in eV/Å.

ΔE to the lowest compared entry with this formula, charge and spin (eV): 1.413
LUMO energy (eV): 0.5
SMILES: [H]/N=c1\c(O)n[nH]n1S

***

ORCA calculation (ωB97M-V with the def2-TZVPD basis set) on a single C2H4N4OS molecule in a non-equilibrium geometry.

```
12
Properties=species:S:1:pos:R:3:forces:R:3:lowdin_charge:R:1
S -2.1465 -1.1170 -0.0172 0.71 -0.11 0.13 0.828
O 2.8875 -1.0395 0.1116 0.18 -0.04 -0.15 0.085
N 1.2903 0.6337 -0.0648 0.59 0.88 -0.01 0.118
N -0.0883 0.6145 -0.2914 -0.81 -1.80 0.21 -0.227
N 0.5823 -1.5238 -0.0043 0.14 -0.20 0.69 0.138
N -0.8705 1.6417 0.1921 -1.29 1.02 -0.11 0.041
C 1.7460 -0.6972 0.0207 -0.94 0.18 -0.19 -0.528
C -0.4231 -0.7331 -0.0336 0.12 1.11 -1.21 -0.698
H -1.6785 1.8107 -0.4430 1.18 -0.19 0.52 0.100
H 1.8021 1.3107 -0.6393 -0.23 -0.52 0.40 0.161
H -1.8567 -2.4237 0.0271 -0.16 -0.07 0.05 -0.109
H -1.2446 1.5231 1.1421 0.50 -0.27 -0.34 0.091
```
Forces are in eV/Å.

ΔE to the lowest compared entry with this formula, charge and spin (eV): 0.461
LUMO energy (eV): 0.3
SMILES: Nn1[nH]c(=O)nc1S

***

ORCA calculation (ωB97M-V with the def2-TZVPD basis set) on 2 unconnected molecules or ions with the total composition C2H4N4S in a non-equilibrium geometry.

```
11
Properties=species:S:1:pos:R:3:forces:R:3:lowdin_charge:R:1
S 0.9241 1.2304 -3.2913 -0.30 0.88 -1.50 0.530
N -2.0338 -0.0747 -0.6563 -0.05 0.86 -1.83 0.118
N -0.1256 0.2636 2.3955 0.60 0.37 -0.56 -0.008
N 1.5532 0.1626 -2.3325 0.33 -2.67 4.83 -0.667
N -0.5943 -0.4411 1.2640 0.66 -0.53 -0.47 -0.033
C 1.7683 -0.5199 -1.3827 -0.55 2.52 -4.31 0.078
C -1.2810 -0.0874 0.3085 0.44 -0.17 -0.52 -0.333
H -1.9213 0.2792 -1.6911 0.32 -0.81 3.25 0.113
H -0.9415 0.3975 2.9357 -0.59 0.34 1.22 0.052
H 2.0414 -0.9823 -0.4985 0.39 -0.75 1.04 0.059
H 0.6106 -0.2279 2.9487 -1.26 -0.04 -1.15 0.092
```
Forces are in eV/Å.

ΔE to the lowest compared entry with this formula, charge and spin (eV): 4.669
LUMO energy (eV): 0.5
SMILES: C#[N+][S-].N=C=NN

***

| no. | DFT total energy (Ha) |
| --- | --- |
| 1 | -447.93862 |
| 2 | -447.77825 |
| 3 | -447.91750 |
| 4 | -447.89279 |
| 5 | -447.83713 |
| 6 | -846.02463 |
| 7 | -1319.58710 |
| 8 | -770.98617 |
| 9 | -771.02113 |
| 10 | -695.66033 |